1.
C17H35N5OPPdSe3Te as an isolated structure. Source: the Open Molecules 2025 dataset; level of theory: wB97M-V/def2-TZVPD.

Each line ends with the Mulliken charge.
CARTESIAN COORDINATES (ANGSTROEM)
Pd -0.171 0.168 0.893  0.099
Se -2.481 1.624 1.732  -0.366
Se -1.697 -0.288 2.785  -0.545
Te -1.712 -1.721 0.168  0.097
Se -0.526 -3.059 -1.445  -0.630
N 1.344 0.122 -0.554  -0.872
P 2.600 0.305 0.328  -1.140
N 2.782 -0.871 1.512  1.855
C 2.439 -2.258 1.227  -0.628
C 1.666 -2.875 2.388  -0.420
C 2.440 -2.723 3.694  -0.889
C 2.769 -1.250 3.914  -0.684
C 3.567 -0.724 2.723  -0.679
N 2.713 1.741 1.216  1.338
C 1.536 2.404 1.755  0.784
C 1.379 3.805 1.172  -0.593
C 2.643 4.631 1.381  -0.945
C 3.865 3.888 0.852  -0.645
C 3.934 2.489 1.457  -1.077
N 4.046 0.330 -0.535  0.612
C 4.958 -0.800 -0.553  -0.639
C 4.583 -1.848 -1.626  -0.748
C 3.664 -1.225 -2.676  -0.375
C 4.168 0.170 -3.020  -0.876
C 4.054 1.085 -1.785  -1.057
H 3.366 -2.839 1.073  0.236
H 1.852 -2.295 0.306  0.082
H 1.451 -3.923 2.168  0.361
H 0.708 -2.351 2.473  -0.075
H 3.374 -3.296 3.633  0.314
H 1.868 -3.124 4.534  0.398
H 3.313 -1.088 4.849  0.420
H 1.833 -0.682 3.963  0.189
H 4.499 -1.312 2.635  0.346
H 3.844 0.319 2.864  0.193
H 1.581 2.424 2.854  0.385
H 0.604 1.890 1.467  -0.984
H 0.515 4.292 1.632  0.431
H 1.160 3.690 0.107  0.177
H 2.780 4.818 2.453  0.300
H 2.545 5.606 0.898  0.426
H 4.780 4.439 1.090  0.395
H 3.803 3.795 -0.237  0.250
H 4.098 2.589 2.545  0.506
H 4.771 1.929 1.045  0.441
H 4.992 -1.252 0.437  0.046
H 5.963 -0.408 -0.754  0.537
H 4.092 -2.708 -1.167  0.276
H 5.500 -2.214 -2.101  0.437
H 2.650 -1.144 -2.275  -0.114
H 3.616 -1.860 -3.563  0.514
H 3.592 0.603 -3.840  0.424
H 5.210 0.110 -3.355  0.348
H 3.120 1.647 -1.835  0.395
H 4.884 1.806 -1.769  0.353
C -2.846 1.747 -2.597  -1.091
C -1.443 1.663 -2.035  0.572
N -0.647 0.699 -2.543  -0.200
O -1.058 2.442 -1.171  -0.554
H -3.228 0.771 -2.896  0.371
H -2.846 2.404 -3.470  0.298
H -3.493 2.175 -1.835  0.235
H -1.052 -0.034 -3.097  0.217
H 0.220 0.505 -2.010  0.166

Properties
Total charge: -1
E_HOMO (alpha / beta) (eV): -3.66 / -3.55
Orbital gap (alpha / beta) (eV): 4.52 / 4.41
LUMO (alpha / beta) (Eh): 0.0318 / 0.0318
E_tot (Ha): -8959.4781

---

2.
A 4-piece molecular cluster, C17H35NO9S3 overall. Source: the Open Molecules 2025 dataset; level of theory: wB97M-V/def2-TZVPD.

Each line ends with the Mulliken charge.
CARTESIAN COORDINATES (ANGSTROEM)
C 1.783 2.363 -0.274  -0.932
C 3.113 2.953 0.155  0.192
O 3.340 2.430 1.465  -0.531
C 3.129 4.486 0.215  -0.715
N 3.687 5.120 -0.998  0.036
C 2.939 4.796 -2.215  -1.007
C 3.761 6.501 -0.817  0.495
O 3.097 7.328 -1.378  -0.535
O 4.748 6.825 0.072  -0.462
H 1.796 1.285 -0.133  -0.004
H 1.546 2.614 -1.307  0.413
H 1.000 2.771 0.368  0.385
H 3.914 2.624 -0.520  0.276
H 4.125 2.846 1.834  0.326
H 2.115 4.862 0.414  0.318
H 3.780 4.780 1.037  0.375
H 1.871 5.022 -2.126  0.357
H 3.343 5.372 -3.044  0.354
H 3.070 3.739 -2.434  0.316
H 4.410 7.485 0.688  0.335
C -1.205 -2.958 1.858  -0.475
C -2.255 -2.338 0.927  -0.144
C -1.658 -1.047 0.359  -0.797
S 0.124 -1.290 0.342  1.241
O 0.734 -0.369 1.269  -0.684
O 0.603 -1.367 -1.017  -0.668
C 0.113 -2.917 1.092  -0.911
H -1.470 -3.974 2.145  0.403
H -1.115 -2.364 2.771  0.242
H -2.478 -3.035 0.118  0.326
H -3.180 -2.128 1.455  -0.184
H -1.978 -0.833 -0.658  0.462
H -1.853 -0.189 0.999  0.339
H 1.003 -3.013 1.710  0.422
H 0.133 -3.648 0.283  0.367
C -5.262 -0.657 5.861  -0.644
C -6.590 -1.407 5.685  -0.591
C -6.739 -1.730 4.194  -0.759
S -5.065 -1.868 3.547  1.287
O -4.846 -0.805 2.597  -0.666
O -4.778 -3.232 3.180  -0.695
C -4.226 -1.450 5.073  -0.706
H -4.980 -0.571 6.909  0.364
H -5.345 0.352 5.452  0.311
H -6.566 -2.333 6.263  0.291
H -7.435 -0.820 6.041  0.322
H -7.250 -2.670 4.002  0.357
H -7.222 -0.925 3.643  0.357
H -3.324 -0.895 4.827  0.395
H -3.969 -2.388 5.567  0.383
C 3.245 -2.807 -4.273  -0.631
C 3.587 -2.658 -5.762  -0.651
C 2.271 -2.411 -6.506  -0.652
S 1.172 -1.602 -5.325  1.184
O 0.059 -2.480 -5.063  -0.665
O 0.937 -0.240 -5.729  -0.684
C 2.300 -1.659 -3.938  -0.196
H 4.136 -2.779 -3.648  0.359
H 2.742 -3.761 -4.100  0.318
H 4.255 -1.805 -5.899  0.298
H 4.095 -3.539 -6.152  0.331
H 2.375 -1.756 -7.368  0.346
H 1.784 -3.338 -6.803  0.350
H 1.731 -1.796 -3.022  0.022
H 2.823 -0.703 -3.908  0.334

Properties
Total charge: 0
E_HOMO (eV): -9.42
Orbital gap (eV): 9.88
LUMO (Eh): 0.0169
E_tot (Ha): -2595.2039

---

3.
A 5-piece molecular cluster, C17H35O13 overall. Source: the Open Molecules 2025 dataset; level of theory: wB97M-V/def2-TZVPD.

Each line ends with the Mulliken charge.
CARTESIAN COORDINATES (ANGSTROEM)
C 25.232 -27.259 -2.849  -0.137
O 24.561 -26.214 -3.400  -0.871
H 25.762 -27.232 -1.898  0.040
H 24.600 -28.147 -2.835  0.077
H 26.061 -27.454 -3.529  -0.040
C 28.210 -29.869 -3.415  -0.944
C 27.050 -30.905 -3.328  -0.289
O 26.922 -31.705 -4.444  -0.346
C 26.503 -31.338 -5.584  0.812
O 26.435 -30.157 -5.982  -0.589
O 26.056 -32.392 -6.274  -0.368
C 25.544 -32.178 -7.647  -0.597
H 28.015 -28.859 -3.775  0.180
H 29.021 -30.365 -3.948  0.402
H 28.717 -29.911 -2.451  0.314
H 26.135 -30.351 -3.120  0.244
H 27.148 -31.580 -2.478  0.347
H 26.384 -31.751 -8.196  0.289
H 24.697 -31.493 -7.607  0.266
H 25.360 -33.106 -8.188  0.231
C 33.444 -26.145 2.408  -1.126
C 33.152 -27.081 1.281  -0.132
O 31.755 -27.381 1.204  -0.334
C 30.998 -27.097 0.113  0.719
O 31.506 -26.710 -0.952  -0.610
O 29.681 -27.293 0.374  -0.299
C 28.734 -27.109 -0.625  -0.269
H 32.612 -25.488 2.663  0.326
H 34.333 -25.551 2.195  0.325
H 33.821 -26.567 3.339  0.299
H 33.809 -27.942 1.406  0.269
H 33.445 -26.469 0.428  0.262
H 28.757 -27.807 -1.462  0.017
H 28.810 -26.131 -1.102  0.309
H 27.798 -27.235 -0.081  0.255
C 26.898 -19.200 -5.925  -1.104
C 26.454 -20.586 -6.325  -0.255
O 27.322 -21.547 -5.713  -0.292
C 26.935 -22.688 -5.237  0.698
O 25.764 -23.096 -5.052  -0.579
O 28.058 -23.369 -4.839  -0.344
C 28.160 -24.760 -4.464  -0.529
H 26.850 -19.083 -4.843  0.316
H 26.210 -18.413 -6.236  0.367
H 27.926 -18.896 -6.124  0.289
H 26.605 -20.794 -7.384  0.256
H 25.414 -20.849 -6.129  0.341
H 27.430 -25.058 -3.711  0.259
H 29.132 -24.951 -4.010  0.280
H 27.925 -25.425 -5.295  0.287
C 20.043 -25.348 -8.568  -1.156
C 20.286 -25.357 -7.113  -0.173
O 20.236 -26.776 -6.737  -0.318
C 20.916 -27.146 -5.655  0.770
O 21.494 -26.407 -4.898  -0.534
O 20.854 -28.442 -5.457  -0.371
C 21.666 -28.998 -4.398  -0.637
H 19.011 -25.503 -8.881  0.290
H 20.649 -26.093 -9.083  0.306
H 20.272 -24.358 -8.963  0.370
H 19.522 -24.747 -6.631  0.235
H 21.253 -24.935 -6.839  0.345
H 21.407 -28.636 -3.403  0.272
H 22.719 -28.735 -4.498  0.290
H 21.698 -30.078 -4.545  0.293

Properties
Total charge: -1
E_HOMO (eV): -1.78
Orbital gap (eV): 4.21
LUMO (Eh): 0.0894
E_tot (Ha): -1646.7677

---

4.
C17H36As4F6HfN6O3S as an isolated structure. Source: the Open Molecules 2025 dataset; level of theory: wB97M-V/def2-TZVPD.

Each line ends with the Löwdin spin population.
CARTESIAN COORDINATES (ANGSTROEM)
Hf 0.302 0.818 1.201  0.000
O 2.303 0.834 1.211  0.000
N 3.036 0.714 2.347  0.000
C 4.197 1.394 2.408  0.000
C 4.965 1.298 3.537  0.000
C 4.519 0.502 4.592  0.000
C 3.314 -0.169 4.499  0.000
C 2.544 -0.053 3.350  0.000
S 0.997 -0.811 3.108  0.000
H 4.437 1.986 1.539  0.000
H 5.895 1.844 3.591  0.000
H 5.110 0.418 5.494  0.000
H 2.940 -0.772 5.313  0.000
C 2.574 -2.410 0.581  0.000
As 0.808 -1.761 0.100  0.000
C -0.354 -3.189 0.735  0.001
C 1.069 -2.144 -1.830  0.002
C 0.022 -2.015 -2.948  0.027
C 0.731 -2.466 -4.243  0.006
C -0.440 -0.555 -3.176  0.006
As -0.141 0.862 -1.821  0.001
C 1.675 1.431 -2.261  0.000
C -1.153 2.254 -2.737  0.000
C -1.120 -3.071 -2.723  0.088
As -3.005 -2.614 -2.619  0.614
C -3.857 -2.628 -4.340  0.096
C -3.447 -1.016 -1.636  0.094
H 2.735 -3.371 0.095  0.000
H 2.660 -2.532 1.656  0.000
H 3.318 -1.697 0.229  0.000
H 0.002 -4.154 0.377  0.000
H -1.387 -3.040 0.417  0.001
H -0.315 -3.199 1.824  0.000
H 1.443 -3.172 -1.824  0.000
H 1.931 -1.528 -2.099  0.001
H 1.604 -1.840 -4.434  0.002
H 0.059 -2.378 -5.099  0.000
H 1.066 -3.502 -4.173  0.000
H -1.494 -0.493 -3.458  0.004
H 0.092 -0.158 -4.043  0.000
H 1.839 1.363 -3.335  0.000
H 2.420 0.835 -1.735  0.000
H 1.784 2.469 -1.947  0.000
H -0.893 2.216 -3.795  0.000
H -0.886 3.235 -2.351  0.000
H -2.228 2.109 -2.632  0.000
H -0.916 -3.677 -1.840  0.009
H -1.128 -3.776 -3.558  0.001
H -3.572 -3.535 -4.870  0.000
H -3.505 -1.746 -4.882  0.023
H -4.939 -2.588 -4.232  0.001
H -2.771 -0.888 -0.794  -0.001
H -4.475 -1.079 -1.280  0.004
H -3.369 -0.167 -2.317  0.018
N -1.779 -0.134 2.367  0.000
N -2.885 0.745 2.409  0.000
C -2.774 1.922 1.757  0.000
N -3.602 2.910 1.985  0.000
N -1.758 1.906 0.877  0.000
N -1.319 3.054 0.303  0.000
O -0.101 2.953 0.042  0.000
O -2.008 3.989 0.033  0.000
H -2.118 -1.067 2.140  0.000
H -1.360 -0.168 3.300  0.000
H -3.540 0.644 3.173  0.000
H -4.256 2.890 2.754  0.000
H -3.517 3.765 1.451  0.000
F 1.510 3.263 2.080  0.000
As 0.636 3.623 3.546  0.000
F -0.174 1.833 2.991  0.000
F 1.767 2.639 4.370  0.000
F -0.431 3.527 4.853  0.000
F 1.355 5.097 3.844  0.000
F -0.644 4.220 2.553  0.000

Properties
Total charge: +3
E_HOMO (alpha / beta) (eV): -16.30 / -16.30
Orbital gap (alpha / beta) (eV): 7.81 / 5.36
LUMO (alpha / beta) (Eh): -0.3120 / -0.4022
E_tot (Ha): -11211.2438
Spin multiplicity: 2

---

Relative energy (zero: lowest compared OMol25 entry of this formula, charge and spin) across the listed records, respectively: 0.3; 0.0; 73.1; 43.1 kcal/mol.